Entry from the OMol25 dataset: the ion C4H10NS with charge +1 (ωB97M-V with the def2-TZVPD basis set).

Geometry as XYZ:
```
16
C4H10NS ωB97M-V with the def2-TZVPD basis set
C 0.89 -0.75 -0.31
C 1.47 -0.65 1.02
C 0.75 1.77 -0.13
C -2.30 -0.93 -0.31
N 0.07 0.49 -0.12
S -1.47 0.58 0.46
H 1.71 -0.41 -1.04
H 0.26 -1.65 -0.59
H 0.83 -1.13 1.71
H 2.18 0.07 1.29
H 1.84 1.35 -0.36
H 0.27 2.43 -0.85
H 0.77 2.28 0.80
H -3.42 -0.71 -0.30
H -1.86 -1.77 0.13
H -1.99 -0.99 -1.40
```

Properties
Maximum force, eV/Å: 3.4
⟨S²⟩: 2.0094
Net charge: +1
Kohn-Sham gap (alpha / beta), Ha: 0.34322 / 0.32076
Spin multiplicity: 3
Relative energy (zero: lowest compared OMol25 entry of this formula, charge and spin), kJ/mol: 65.5
Energy, a.u.: -610.91664



Entry from the OMol25 dataset: an isolated molecule of C6H10O (ωB97M-V with the def2-TZVPD basis set).

Geometry as XYZ:
```
17
C6H10O ωB97M-V with the def2-TZVPD basis set
O 0.50 -0.53 1.80
C 1.30 -0.92 0.98
C 1.70 -0.13 -0.24
C 0.82 1.09 -0.47
C -0.62 0.83 -0.88
C -1.29 -0.43 -1.07
C -2.08 -0.36 0.40
H 1.80 -1.90 1.12
H 2.75 0.17 -0.06
H 1.74 -0.80 -1.11
H 1.32 1.74 -1.21
H 0.78 1.68 0.45
H -1.10 1.71 -1.29
H -2.03 -0.44 -1.87
H -0.64 -1.31 -1.13
H -2.75 0.48 0.62
H -1.66 -0.69 1.37
```

Properties
Maximum force, eV/Å: 2.3
Kohn-Sham gap (alpha / beta), Ha: 0.31528 / 0.29933
Relative energy (zero: lowest compared OMol25 entry of this formula, charge and spin), kJ/mol: 353.5
Energy, a.u.: -309.70773



Copy entry 1 word for word.
Entry from the OMol25 dataset: the ion C4H10NS with charge +1 (ωB97M-V with the def2-TZVPD basis set).

Geometry as XYZ:
```
16
C4H10NS ωB97M-V with the def2-TZVPD basis set
C 0.89 -0.75 -0.31
C 1.47 -0.65 1.02
C 0.75 1.77 -0.13
C -2.30 -0.93 -0.31
N 0.07 0.49 -0.12
S -1.47 0.58 0.46
H 1.71 -0.41 -1.04
H 0.26 -1.65 -0.59
H 0.83 -1.13 1.71
H 2.18 0.07 1.29
H 1.84 1.35 -0.36
H 0.27 2.43 -0.85
H 0.77 2.28 0.80
H -3.42 -0.71 -0.30
H -1.86 -1.77 0.13
H -1.99 -0.99 -1.40
```

Properties
Maximum force, eV/Å: 3.4
⟨S²⟩: 2.0094
Net charge: +1
Kohn-Sham gap (alpha / beta), Ha: 0.34322 / 0.32076
Spin multiplicity: 3
Relative energy (zero: lowest compared OMol25 entry of this formula, charge and spin), kJ/mol: 65.5
Energy, a.u.: -610.91664